[1]
Here is C7H17BO as an isolated structure at a distorted geometry from OMol25. Energies are from ωB97M-V/def2-TZVPD.

Each line ends with the natural charge from an NBO analysis.
Positions of all 26 atoms, in Å:
B 1.498 0.157 -0.050  0.64
C 1.927 -0.182 -1.546  -1.04
C -0.971 2.042 0.033  -0.69
C -2.333 -1.152 0.554  -0.59
C -1.779 -0.432 -1.755  -0.60
C 3.154 -0.637 1.530  -0.25
C -0.524 0.565 0.265  -0.04
C -1.217 -0.632 -0.345  -0.28
O 1.898 0.004 1.164  -0.76
H 2.725 -0.922 -1.711  0.22
H 2.453 0.620 -1.994  0.24
H 1.027 -0.542 -2.067  0.22
H -0.965 2.360 -1.042  0.22
H -0.181 2.634 0.428  0.24
H -1.914 2.349 0.494  0.23
H -2.277 -2.091 0.211  0.21
H -2.093 -1.011 1.609  0.21
H -3.286 -0.605 0.449  0.21
H -1.976 -1.507 -2.015  0.21
H -1.022 -0.074 -2.517  0.22
H -2.613 0.154 -1.783  0.21
H 3.320 -1.495 0.930  0.17
H 2.947 -1.011 2.538  0.20
H 4.021 -0.011 1.306  0.19
H -0.406 0.426 1.308  0.20
H -0.532 -1.477 -0.368  0.21

Multiplicity: 3
E in eV: -10252.761

=====

[2]
Here is a 3-piece molecular cluster, C15H18F6NO6 overall at a distorted geometry from OMol25. Energies are from ωB97M-V/def2-TZVPD.

Each line ends with the natural charge from an NBO analysis.
Positions of all 46 atoms, in Å:
O 5.306 4.781 -2.377  -0.47
C 4.698 4.004 -3.039  0.79
O 4.741 2.609 -2.846  -0.74
C 3.715 4.493 -4.191  -0.55
C 2.266 4.205 -3.649  0.28
C 1.548 5.269 -2.958  -0.23
C 0.187 4.993 -2.437  -0.07
C -0.320 3.611 -2.641  -0.23
C 0.492 2.619 -3.362  0.09
N 1.763 2.933 -3.838  -0.46
H 5.425 2.230 -3.433  0.51
H 3.852 3.865 -5.119  0.24
H 3.825 5.580 -4.413  0.28
H 2.045 6.260 -2.849  0.27
H -0.398 5.792 -1.927  0.27
H -1.316 3.295 -2.271  0.28
H 0.146 1.579 -3.570  0.27
H 2.354 2.254 -4.326  0.46
C -3.201 -1.005 2.148  -0.64
C -1.892 -0.562 1.527  -0.09
O -2.042 -0.354 0.107  -0.47
C -2.591 0.802 -0.263  0.68
O -2.962 1.658 0.489  -0.53
C -2.641 0.901 -1.788  0.90
F -3.097 -0.221 -2.360  -0.29
F -1.410 1.134 -2.317  -0.35
F -3.432 1.895 -2.216  -0.30
H -3.585 -1.890 1.638  0.22
H -3.066 -1.234 3.205  0.23
H -3.964 -0.229 2.058  0.22
H -1.147 -1.343 1.651  0.22
H -1.501 0.338 2.008  0.20
C -0.515 -6.978 3.160  -0.64
C -0.854 -6.181 4.403  -0.08
O -0.023 -5.010 4.506  -0.47
C -0.385 -3.966 3.758  0.69
O -1.333 -3.946 3.022  -0.55
C 0.554 -2.786 4.003  0.90
F 1.848 -3.147 3.993  -0.30
F 0.328 -2.209 5.197  -0.30
F 0.416 -1.822 3.076  -0.32
H 0.549 -7.223 3.140  0.22
H -1.093 -7.902 3.126  0.23
H -0.727 -6.406 2.254  0.22
H -0.655 -6.782 5.290  0.20
H -1.910 -5.906 4.430  0.20

Net charge: +1
Multiplicity: 1
E in eV: -45920.113

=====

[3]
Here is C36H45Cl2CuNOP2Te as an isolated structure at a distorted geometry from OMol25. Energies are from ωB97M-V/def2-TZVPD.

Each line ends with the Mulliken charge.
Positions of all 89 atoms, in Å:
Cu -0.909 -0.913 1.186  -1.51
Cl 2.023 0.034 -0.258  -0.05
C 1.917 1.718 -0.751  -0.48
Cl 0.419 2.516 -0.228  -0.09
H 1.944 1.744 -1.831  0.32
H 2.748 2.252 -0.316  0.38
C -3.863 1.314 -0.234  -1.22
P -2.666 0.580 0.929  2.49
C -3.832 -0.557 1.811  -1.36
C -2.438 1.897 2.197  0.34
C -3.368 2.927 2.358  -0.75
C -3.223 3.875 3.360  -0.76
C -2.140 3.806 4.226  -0.82
C -1.197 2.805 4.062  -0.52
C -1.325 1.852 3.050  -0.29
P -0.051 0.552 2.809  1.29
C -0.225 -0.398 4.369  -1.49
C 1.520 1.421 3.143  -1.30
H -3.473 2.235 -0.669  0.46
H -4.817 1.504 0.255  0.41
H -4.018 0.592 -1.029  -0.08
H -4.656 -0.014 2.275  0.47
H -3.299 -1.139 2.563  0.29
H -4.224 -1.260 1.070  0.26
H -4.220 3.001 1.692  0.28
H -3.958 4.665 3.464  0.40
H -2.030 4.530 5.023  0.40
H -0.345 2.766 4.733  0.27
H -0.173 0.250 5.245  0.53
H 0.567 -1.147 4.413  0.39
H -1.171 -0.935 4.356  0.28
H 1.603 1.710 4.191  0.48
H 1.609 2.302 2.508  0.35
H 2.333 0.736 2.901  0.40
C -0.554 -3.229 -8.732  -1.54
C -0.449 -3.098 -7.234  0.62
C 0.226 -2.038 -6.647  -1.09
C 0.317 -1.901 -5.263  1.07
C 1.074 -0.708 -4.714  -1.55
C -0.298 -2.850 -4.427  -0.47
Te -0.217 -2.482 -2.279  0.62
N -0.191 -2.480 0.206  0.14
C -0.253 -3.204 1.284  0.89
O -0.855 -2.659 2.298  -0.73
C 0.331 -4.572 1.411  0.29
C 0.022 -5.348 2.524  -0.20
C 0.542 -6.631 2.643  -0.67
C 1.375 -7.138 1.651  -0.39
C 1.697 -6.355 0.549  -0.80
C 1.176 -5.074 0.429  -0.24
C -2.333 -2.643 -2.121  0.42
C -2.954 -3.678 -1.408  0.87
C -2.221 -4.816 -0.738  -2.22
C -4.349 -3.698 -1.314  -1.01
C -5.146 -2.752 -1.930  0.64
C -6.650 -2.786 -1.809  -1.63
C -4.515 -1.754 -2.665  -0.53
C -3.130 -1.664 -2.758  1.01
C -2.557 -0.513 -3.551  -1.92
C -0.941 -3.957 -5.010  1.50
C -1.555 -5.070 -4.189  -1.48
C -1.013 -4.053 -6.398  -0.88
H -0.100 -2.375 -9.235  0.35
H -1.598 -3.291 -9.046  0.33
H -0.055 -4.134 -9.084  0.34
H 0.697 -1.293 -7.283  0.26
H 1.564 -0.163 -5.521  0.41
H 1.839 -1.010 -3.996  0.26
H 0.399 -0.022 -4.193  0.19
H -0.626 -4.928 3.283  0.44
H 0.300 -7.233 3.511  0.40
H 1.772 -8.143 1.736  0.38
H 2.360 -6.742 -0.216  0.41
H 1.423 -4.459 -0.427  0.49
H -1.179 -4.874 -1.041  0.03
H -2.711 -5.763 -0.972  0.60
H -2.240 -4.697 0.350  0.48
H -4.816 -4.499 -0.747  0.37
H -6.991 -3.729 -1.381  0.39
H -7.125 -2.659 -2.784  0.36
H -7.007 -1.976 -1.166  0.31
H -5.122 -1.015 -3.184  0.38
H -3.344 0.194 -3.818  0.42
H -2.087 -0.863 -4.473  0.44
H -1.793 0.014 -2.976  0.18
H -0.955 -5.274 -3.302  0.17
H -1.625 -5.986 -4.778  0.48
H -2.560 -4.808 -3.851  0.21
H -1.520 -4.909 -6.838  0.41

Energy relative to the best compared isomer or geometry (same formula, charge and spin) in eV: 0.000
Multiplicity: 2
E in eV: -137155.446

=====

[4]
Here is a 2-piece molecular cluster, C10H15NO overall at a distorted geometry from OMol25. Energies are from ωB97M-V/def2-TZVPD.

Each line ends with the natural charge from an NBO analysis.
Positions of all 27 atoms, in Å:
C 0.584 0.746 -1.929  -0.52
C 1.778 1.275 -2.736  -0.60
C -0.150 1.877 -1.243  0.68
O 0.359 2.964 -1.059  -0.62
N -1.453 1.619 -0.924  -0.83
H -0.118 0.015 -2.331  0.22
H 1.013 0.093 -1.161  0.23
H 2.233 0.562 -3.407  0.21
H 2.504 1.600 -1.998  0.22
H -1.995 2.339 -0.471  0.40
H -1.707 0.680 -0.657  0.40
H 1.410 2.095 -3.341  0.22
C 0.704 0.906 1.654  -0.64
C -1.863 -1.841 1.798  -0.20
C -1.261 -2.899 1.137  -0.23
C -1.258 -0.595 1.945  -0.23
C 0.047 -0.440 1.465  -0.01
C 0.068 -2.756 0.767  -0.19
C 0.710 -1.526 0.926  -0.23
H -2.870 -1.935 2.195  0.21
H -1.793 -3.826 0.977  0.22
H -1.804 0.155 2.498  0.22
H 0.544 -3.487 0.123  0.21
H 1.075 1.381 0.753  0.23
H 1.506 0.846 2.394  0.22
H 1.715 -1.478 0.523  0.21
H 0.021 1.631 2.102  0.22

Energy relative to the best compared isomer or geometry (same formula, charge and spin) in eV: 0.339
Multiplicity: 1
Structure (SMILES): Cc1ccccc1.CCC(N)=O
E in eV: -14151.240

=====

[5]
Here is C5H10O3Yb as an isolated structure at a distorted geometry from OMol25. Energies are from ωB97M-V/def2-TZVPD.

Each line ends with the natural charge from an NBO analysis.
Positions of all 19 atoms, in Å:
C 1.036 -2.778 -3.013  -0.86
H 0.240 -2.994 -2.277  0.23
H 0.637 -2.940 -4.023  0.22
H 1.884 -3.452 -2.828  0.21
H 1.371 -1.737 -2.922  0.20
O -1.782 -0.052 -0.761  -0.90
C -1.303 -1.066 -0.171  0.24
C -0.089 -0.727 0.694  -0.26
O 0.235 0.662 0.775  -0.65
C -0.170 1.305 1.989  -0.10
C -0.247 2.801 1.718  -0.08
O -1.043 3.067 0.617  -0.99
Yb -0.846 1.859 -1.048  1.61
H 0.774 -1.254 0.253  0.22
H -0.239 -1.143 1.703  0.21
H 0.546 1.062 2.790  0.19
H -1.168 0.931 2.274  0.18
H 0.791 3.179 1.584  0.16
H -0.627 3.276 2.645  0.18

Multiplicity: 3
E in eV: -43015.458

=====

[6]
Here is a 9-piece molecular cluster, C32H48O28S overall at a distorted geometry from OMol25. Energies are from ωB97M-V/def2-TZVPD.

Each line ends with the Mulliken charge.
Positions of all 109 atoms, in Å:
S 0.580 -0.176 0.281  0.22
O -0.532 -0.424 -0.559  -0.60
O 1.809 -0.491 -0.384  -0.23
O 0.652 1.180 0.637  -0.68
O 0.509 -1.016 1.384  -0.44
C -2.897 4.317 1.284  -1.13
C -1.477 4.588 1.908  1.49
C -0.255 4.507 0.994  0.15
O 0.450 5.691 1.422  -0.48
C -0.334 6.511 2.216  0.58
O -0.023 7.621 2.617  -0.63
O -1.494 5.964 2.346  -0.45
H -3.118 3.288 1.066  -0.12
H -3.030 5.099 0.389  0.30
H -3.596 4.522 2.036  0.54
H -1.391 3.747 2.611  -0.39
H -0.491 4.616 0.001  -0.08
H 0.127 3.636 1.092  0.20
C 3.222 0.309 -4.151  -1.43
C 4.109 0.365 -2.919  0.84
C 4.366 -1.092 -2.334  0.38
O 5.616 -1.379 -2.510  -0.41
C 6.301 -0.323 -3.024  0.43
O 7.485 -0.219 -3.302  -0.62
O 5.463 0.686 -3.267  -0.47
H 2.160 0.354 -3.627  -0.15
H 3.555 -0.398 -4.828  0.57
H 3.325 1.131 -4.725  0.61
H 3.742 1.081 -2.089  0.06
H 3.947 -1.749 -3.169  0.22
H 3.784 -1.174 -1.404  0.01
C -3.610 -0.153 -2.666  -0.36
C -4.579 -0.106 -1.333  0.42
C -3.792 0.514 -0.061  0.48
O -4.629 1.576 0.273  -0.34
C -5.548 1.808 -0.698  0.54
O -6.236 2.812 -0.698  -0.66
O -5.542 0.962 -1.650  -0.37
H -3.116 0.778 -2.626  0.30
H -4.064 -0.478 -3.530  0.61
H -2.970 -0.769 -2.544  -0.90
H -4.996 -1.065 -1.212  0.55
H -2.738 0.915 -0.218  -0.61
H -3.802 -0.184 0.674  0.25
C -0.310 0.311 5.547  -1.21
C -0.958 0.992 4.293  1.08
C -1.953 0.085 3.398  0.05
O -3.138 0.890 3.414  -0.37
C -3.051 2.030 4.033  0.51
O -3.932 2.777 4.163  -0.54
O -1.793 2.131 4.559  -0.44
H 0.127 1.233 6.282  0.26
H 0.580 -0.201 5.397  0.24
H -1.196 -0.256 6.099  0.30
H -0.163 1.248 3.477  0.00
H -1.957 -0.932 3.596  0.40
H -1.566 0.272 2.346  -0.37
C 4.159 -1.138 4.506  -1.89
C 3.244 -2.011 3.565  1.06
C 3.650 -1.861 2.031  0.43
O 4.587 -2.820 1.804  -0.33
C 4.667 -3.646 2.799  0.60
O 5.483 -4.639 2.806  -0.69
O 3.903 -3.243 3.837  -0.42
H 3.774 -1.238 5.611  0.29
H 3.863 -0.207 4.347  0.54
H 5.093 -1.335 4.415  0.61
H 2.217 -2.097 3.918  0.17
H 4.256 -0.965 1.694  0.11
H 2.838 -2.060 1.395  -0.48
C -0.276 -1.171 -4.016  -1.34
C 0.566 -2.277 -3.322  1.83
C -0.335 -3.080 -2.309  1.25
O -0.109 -4.409 -2.776  -0.32
C 0.608 -4.449 -3.791  0.41
O 1.107 -5.465 -4.271  -0.72
O 0.927 -3.311 -4.219  -0.47
H -1.192 -1.509 -4.555  0.30
H 0.215 -0.581 -4.752  0.53
H -0.487 -0.484 -3.013  0.00
H 1.448 -1.916 -2.783  -0.57
H -1.261 -2.598 -2.247  -0.48
H 0.126 -3.016 -1.131  -0.61
C -2.917 -3.162 1.718  -1.34
C -1.789 -3.713 0.758  2.29
C -0.440 -3.836 1.444  0.65
O -0.194 -5.338 1.384  -0.39
C -1.133 -5.824 0.745  0.41
O -1.021 -7.002 0.374  -0.68
O -2.047 -4.946 0.272  -0.44
H -2.934 -3.758 2.668  0.38
H -3.916 -3.371 1.512  0.51
H -2.771 -2.067 1.827  -0.07
H -1.667 -2.764 0.117  -0.90
H -0.386 -3.407 2.484  0.12
H 0.579 -3.578 0.895  -0.39
C 1.158 3.738 -2.140  -1.36
C 0.413 2.493 -2.610  2.41
C -1.046 2.415 -2.191  0.68
O -1.653 2.280 -3.487  -0.48
C -0.857 2.215 -4.473  0.61
O -1.019 2.175 -5.594  -0.54
O 0.421 2.290 -3.923  -0.44
H 1.474 3.485 -0.966  0.10
H 0.598 4.715 -2.533  0.26
H 2.199 3.828 -2.455  0.41
H 0.955 1.657 -2.171  -0.99
H -1.406 3.346 -1.814  0.05
H -1.303 1.694 -1.692  -0.79

Energy relative to the best compared isomer or geometry (same formula, charge and spin) in eV: 1.010
Net charge: -2
Multiplicity: 1
E in eV: -102121.051

=====

[7]
Here is a 6-piece molecular cluster, C24H49NO9 overall at a distorted geometry from OMol25. Energies are from ωB97M-V/def2-TZVPD.

Each line ends with the Mulliken charge.
Positions of all 83 atoms, in Å:
C 3.595 -0.594 -2.468  -1.17
C 2.784 -0.872 -1.098  0.32
C 1.379 -1.655 -1.384  -0.91
C 3.655 -1.522 0.083  -0.34
C 4.211 -2.990 -0.197  0.33
C 5.162 -3.516 -1.119  0.49
O 5.877 -2.762 -2.115  -0.34
C 5.363 -3.258 -3.369  0.36
N 4.719 -3.581 -4.350  -0.43
C 5.348 -5.105 -0.877  0.49
O 5.823 -5.972 -1.658  -0.50
O 4.884 -5.294 0.492  -0.27
C 3.813 -4.315 0.623  0.15
O 2.725 -4.420 1.241  -0.50
H 4.706 -0.365 -2.302  0.25
H 3.136 0.380 -2.909  0.35
H 3.401 -1.401 -3.269  0.23
H 2.454 0.176 -0.717  0.22
H 0.830 -1.102 -2.252  0.17
H 1.563 -2.755 -1.635  0.27
H 0.756 -1.496 -0.420  0.29
H 4.540 -0.835 0.350  0.36
H 2.973 -1.605 1.019  0.17
C 3.031 0.276 4.073  -1.30
C 4.264 1.020 3.586  1.01
C 4.204 2.494 3.956  -1.49
O 4.365 0.892 2.166  -0.49
H 2.122 0.683 3.616  0.41
H 3.081 -0.779 3.789  0.26
H 2.934 0.342 5.160  0.36
H 5.161 0.567 4.019  -0.09
H 3.337 2.979 3.495  0.39
H 5.091 3.018 3.590  0.36
H 4.143 2.626 5.040  0.37
H 3.575 1.289 1.774  0.32
C 8.104 -1.324 6.438  -1.37
C 6.833 -0.489 6.435  0.42
C 5.853 -0.969 7.494  -1.27
O 6.218 -0.565 5.150  -0.52
H 7.882 -2.373 6.214  0.34
H 8.794 -0.976 5.664  0.34
H 8.608 -1.273 7.406  0.39
H 7.084 0.561 6.615  0.27
H 5.553 -2.005 7.307  0.33
H 4.940 -0.367 7.473  0.29
H 6.290 -0.907 8.494  0.39
H 5.993 -1.491 4.981  0.28
C -2.793 0.909 -4.213  -1.31
C -1.428 0.250 -4.335  0.56
C -1.267 -0.447 -5.676  -1.34
O -1.265 -0.701 -3.284  -0.50
H -3.594 0.165 -4.284  0.29
H -2.900 1.396 -3.241  0.27
H -2.942 1.657 -4.998  0.39
H -0.644 1.004 -4.216  0.28
H -2.014 -1.238 -5.798  0.33
H -0.286 -0.926 -5.745  0.34
H -1.370 0.260 -6.504  0.37
H -1.955 -1.372 -3.380  0.31
C -6.414 0.509 -0.063  -0.95
C -5.181 1.252 -0.547  0.40
C -5.242 2.726 -0.177  -1.19
O -5.075 1.123 -1.962  -0.41
H -7.320 0.916 -0.523  0.02
H -6.363 -0.547 -0.345  0.31
H -6.515 0.575 1.024  0.40
H -4.284 0.801 -0.111  0.27
H -6.108 3.209 -0.641  0.22
H -4.354 3.251 -0.541  0.32
H -5.307 2.859 0.906  0.39
H -5.865 1.519 -2.358  0.27
C -10.430 3.523 -1.928  -1.30
C -9.509 2.840 -2.927  0.41
C -10.293 2.249 -4.088  -1.32
O -8.782 1.804 -2.270  -0.49
H -11.141 2.809 -1.501  0.34
H -9.854 3.933 -1.094  0.31
H -10.990 4.335 -2.399  0.39
H -8.779 3.561 -3.306  0.25
H -11.000 1.490 -3.736  0.36
H -9.620 1.751 -4.792  0.32
H -10.850 3.022 -4.623  0.38
H -9.419 1.161 -1.930  0.30

Energy relative to the best compared isomer or geometry (same formula, charge and spin) in eV: 0.000
Multiplicity: 1
Structure (SMILES): CC(C)CC1=C(OC#N)C(=O)OC1=O.CC(C)O.CC(C)O.CC(C)O.CC(C)O.CC(C)O
E in eV: -45594.963

=====

[8]
Here is a 2-piece molecular cluster, C2H5N3O overall at a distorted geometry from OMol25. Energies are from ωB97M-V/def2-TZVPD.

Each line ends with the natural charge from an NBO analysis.
Positions of all 11 atoms, in Å:
C -0.581 -1.078 0.176  -0.54
C -0.950 0.176 0.317  0.14
N 1.735 -0.830 -0.576  -0.05
N 1.796 0.203 -0.172  0.25
N 1.384 1.236 0.295  -0.55
O -1.723 0.873 -0.672  -0.69
H -0.031 -1.609 0.830  0.21
H -0.816 -1.769 -0.727  0.20
H -0.903 0.712 1.195  0.19
H 1.987 1.905 0.602  0.37
H -1.899 0.181 -1.267  0.46

Energy relative to the best compared isomer or geometry (same formula, charge and spin) in eV: 4.723
Multiplicity: 1
E in eV: -8668.919